{"formula": "C42H126O21", "method": "ωB97M-V with the def2-TZVPD basis set", "symbols": ["C", "C", "O", "H", "H", "H", "H", "H", "H", "C", "C", "O", "H", "H", "H", "H", "H", "H", "C", "C", "O", "H", "H", "H", "H", "H", "H", "C", "C", "O", "H", "H", "H", "H", "H", "H", "C", "C", "O", "H", "H", "H", "H", "H", "H", "C", "C", "O", "H", "H", "H", "H", "H", "H", "C", "C", "O", "H", "H", "H", "H", "H", "H", "C", "C", "O", "H", "H", "H", "H", "H", "H", "C", "C", "O", "H", "H", "H", "H", "H", "H", "C", "C", "O", "H", "H", "H", "H", "H", "H", "C", "C", "O", "H", "H", "H", "H", "H", "H", "C", "C", "O", "H", "H", "H", "H", "H", "H", "C", "C", "O", "H", "H", "H", "H", "H", "H", "C", "C", "O", "H", "H", "H", "H", "H", "H", "C", "C", "O", "H", "H", "H", "H", "H", "H", "C", "C", "O", "H", "H", "H", "H", "H", "H", "C", "C", "O", "H", "H", "H", "H", "H", "H", "C", "C", "O", "H", "H", "H", "H", "H", "H", "C", "C", "O", "H", "H", "H", "H", "H", "H", "C", "C", "O", "H", "H", "H", "H", "H", "H", "C", "C", "O", "H", "H", "H", "H", "H", "H"], "coordinates": [[1.838, 4.198, 1.497], [1.608, 5.505, 2.204], [1.376, 5.258, 3.639], [1.199, 3.389, 1.850], [2.840, 3.805, 1.667], [1.749, 4.326, 0.418], [0.699, 5.963, 1.815], [2.413, 6.214, 2.011], [0.804, 5.933, 4.013], [5.479, -3.578, -0.682], [5.994, -2.487, 0.369], [6.854, -3.053, 1.362], [4.844, -3.173, -1.470], [5.041, -4.431, -0.164], [6.323, -4.076, -1.161], [5.231, -1.953, 0.937], [6.577, -1.783, -0.226], [6.397, -3.547, 2.046], [2.459, 1.203, 5.038], [2.865, 2.696, 5.153], [3.457, 3.114, 6.387], [2.007, 1.040, 4.060], [1.636, 1.026, 5.731], [3.221, 0.439, 5.189], [2.021, 3.386, 5.172], [3.448, 3.035, 4.296], [3.456, 4.070, 6.307], [-4.022, -0.646, -2.844], [-2.482, -0.727, -2.471], [-2.115, 0.350, -1.722], [-4.252, 0.389, -3.098], [-4.658, -0.794, -1.971], [-4.299, -1.285, -3.682], [-1.946, -0.958, -3.392], [-2.302, -1.589, -1.828], [-1.157, 0.350, -1.774], [-1.697, 2.060, 4.788], [-1.799, 1.931, 6.246], [-3.010, 1.411, 6.611], [-1.370, 1.119, 4.347], [-1.110, 2.944, 4.537], [-2.657, 2.171, 4.284], [-1.686, 2.949, 6.619], [-1.067, 1.267, 6.706], [-3.272, 1.792, 7.452], [1.272, -3.004, -3.290], [0.434, -2.430, -4.414], [-0.876, -3.001, -4.283], [0.796, -3.094, -2.314], [2.060, -2.259, -3.180], [1.635, -4.006, -3.522], [0.863, -2.744, -5.365], [0.337, -1.345, -4.376], [-1.338, -2.641, -5.044], [2.587, -3.164, 2.081], [3.505, -3.392, 3.300], [4.751, -3.993, 3.015], [2.968, -2.272, 1.583], [1.523, -3.034, 2.278], [2.722, -4.024, 1.425], [2.982, -3.938, 4.085], [3.666, -2.501, 3.907], [5.070, -4.285, 3.872], [-5.426, 1.931, -0.928], [-6.348, 1.206, -0.016], [-7.588, 1.873, 0.018], [-4.465, 1.441, -1.086], [-5.084, 2.853, -0.457], [-5.838, 2.271, -1.878], [-6.033, 1.097, 1.021], [-6.520, 0.255, -0.522], [-7.698, 2.420, 0.799], [0.449, -2.629, 6.296], [-0.220, -3.086, 5.067], [-0.868, -4.322, 5.391], [1.317, -3.261, 6.480], [-0.261, -2.644, 7.123], [0.672, -1.567, 6.403], [0.501, -3.249, 4.265], [-0.996, -2.392, 4.743], [-1.591, -4.383, 4.763], [-0.028, -0.622, -7.311], [-1.521, -0.644, -7.490], [-1.945, -1.277, -6.289], [0.302, -1.646, -7.488], [0.263, -0.235, -6.335], [0.511, 0.057, -7.972], [-2.041, -1.153, -8.302], [-1.916, 0.369, -7.404], [-2.812, -1.668, -6.415], [-0.708, -4.735, 0.661], [0.174, -5.533, -0.319], [-0.527, -6.623, -0.785], [-1.619, -4.482, 0.119], [-0.221, -3.880, 1.132], [-1.003, -5.321, 1.532], [0.895, -5.957, 0.380], [0.652, -4.921, -1.083], [-1.057, -6.451, -1.567], [-4.279, -5.607, -3.790], [-3.485, -4.715, -2.844], [-2.119, -4.889, -3.055], [-4.063, -5.404, -4.839], [-5.334, -5.555, -3.518], [-3.869, -6.597, -3.590], [-3.771, -4.996, -1.830], [-3.948, -3.730, -2.918], [-1.628, -4.102, -3.300], [-4.193, -0.538, 4.147], [-4.708, -1.276, 5.434], [-5.059, -0.249, 6.331], [-5.118, -0.046, 3.848], [-4.186, -1.267, 3.336], [-3.368, 0.154, 4.317], [-3.937, -1.804, 5.995], [-5.506, -1.989, 5.230], [-4.414, 0.454, 6.232], [3.671, 0.151, -5.534], [3.881, -0.208, -4.104], [2.819, 0.391, -3.356], [3.726, 1.200, -5.825], [2.716, -0.275, -5.844], [4.420, -0.345, -6.151], [4.847, 0.065, -3.679], [3.976, -1.275, -3.906], [3.284, 1.195, -3.113], [7.378, 3.434, -2.095], [5.966, 3.579, -2.757], [5.213, 2.413, -2.355], [7.329, 3.210, -1.029], [7.896, 4.372, -2.296], [7.948, 2.593, -2.489], [5.929, 3.590, -3.847], [5.398, 4.450, -2.432], [4.997, 2.396, -1.420], [-3.494, 4.583, 1.896], [-3.537, 5.797, 2.847], [-2.298, 6.530, 2.686], [-2.447, 4.287, 1.825], [-3.920, 4.893, 0.942], [-4.110, 3.753, 2.242], [-3.670, 5.585, 3.908], [-4.427, 6.363, 2.574], [-2.057, 6.453, 1.760], [-1.034, 3.846, -1.507], [-1.596, 4.959, -2.368], [-2.884, 5.250, -2.028], [0.055, 3.875, -1.496], [-1.403, 2.923, -1.955], [-1.293, 3.893, -0.449], [-1.574, 4.633, -3.408], [-1.077, 5.900, -2.189], [-3.493, 5.322, -2.767], [0.215, 1.979, -4.407], [0.514, 2.453, -5.829], [0.634, 3.867, -5.798], [-0.792, 2.100, -4.008], [0.980, 2.431, -3.775], [0.395, 0.906, -4.330], [-0.293, 2.096, -6.468], [1.451, 1.985, -6.132], [0.696, 4.207, -6.694], [-4.131, -3.203, 0.744], [-5.347, -4.039, 1.264], [-5.465, -3.755, 2.572], [-4.298, -3.212, -0.333], [-3.168, -3.692, 0.892], [-4.234, -2.168, 1.070], [-5.099, -5.087, 1.095], [-6.179, -3.732, 0.629], [-5.888, -2.897, 2.662], [5.691, 1.089, 1.693], [4.696, 2.302, 1.796], [4.940, 2.952, 0.537], [5.696, 0.688, 0.680], [5.448, 0.417, 2.516], [6.677, 1.501, 1.907], [4.869, 3.031, 2.587], [3.664, 1.967, 1.904], [5.709, 3.524, 0.589], [-0.046, -0.651, 0.450], [1.055, 0.039, -0.274], [0.559, 0.227, -1.518], [-0.280, -1.628, 0.030], [-1.025, -0.176, 0.504], [0.317, -0.827, 1.463], [1.864, -0.687, -0.196], [1.423, 0.917, 0.257], [1.313, 0.234, -2.113]], "forces_ev_per_angstrom": [[0.8, -0.5, 0.1], [-1.3, 0.0, 1.0], [0.8, -0.1, -1.1], [-0.5, 0.3, -0.1], [0.0, 0.4, 0.0], [-0.2, 0.0, 0.0], [-0.1, 0.1, -0.1], [0.2, 0.0, 0.4], [-0.1, 0.2, -0.3], [0.7, 0.3, 1.4], [0.0, -1.7, -0.3], [1.0, 0.3, -1.0], [-0.2, 0.0, 0.2], [-0.7, 0.3, 0.1], [0.4, 0.5, -0.1], [-0.5, 0.0, -0.6], [0.2, 0.2, 0.4], [-0.8, 0.2, -0.3], [-0.5, 1.1, 0.4], [-0.8, 0.4, 0.1], [0.9, -0.9, 0.1], [0.2, 0.1, -0.2], [0.1, -0.2, 0.3], [0.3, 0.4, 0.1], [-0.9, -0.8, -1.0], [0.4, -0.3, 0.0], [0.2, 0.1, 0.3], [1.2, 0.6, 0.6], [-2.7, -2.2, -0.5], [0.1, 1.8, -0.1], [0.2, 0.1, -0.4], [0.0, -0.6, 0.0], [0.0, -0.2, 0.2], [0.4, 0.7, -0.1], [-0.3, -0.8, -0.2], [0.6, 0.4, 0.4], [0.0, -0.6, -1.8], [1.1, 1.0, 0.8], [-2.2, -0.3, 0.8], [0.8, 0.2, -0.2], [0.4, -0.4, -0.4], [-0.3, 0.5, 0.5], [0.1, 0.0, 0.6], [0.8, 0.3, -0.3], [-0.1, -0.2, 0.1], [0.4, 0.6, -0.1], [-0.7, -1.1, 1.0], [0.6, 0.5, -0.6], [-0.5, 0.4, -0.2], [0.6, -0.5, 0.3], [0.3, 0.2, -0.2], [0.1, 0.2, -0.1], [0.2, 0.1, 0.1], [-0.6, 0.1, -0.3], [1.6, -0.1, 0.2], [-1.6, 0.6, 1.3], [-0.1, -0.3, -0.3], [-0.2, 0.0, -0.4], [0.3, 0.0, 0.4], [-0.1, 0.0, -0.2], [-0.3, -1.0, -0.3], [0.2, 0.9, -0.6], [0.3, -0.2, 0.0], [2.0, 1.6, 0.4], [-0.6, -0.1, -0.6], [-1.3, 0.3, -0.2], [-0.2, -0.5, -0.2], [-0.2, 0.4, 0.2], [-0.4, -0.6, 0.0], [0.7, -0.4, -0.2], [-0.3, -0.5, 0.6], [0.3, -0.1, 0.0], [0.1, 0.8, 1.5], [-0.8, -0.2, -0.4], [0.0, 0.1, -0.4], [0.0, 0.2, 0.4], [-0.1, -0.9, 0.2], [0.7, 0.1, -1.0], [0.0, 0.1, -0.2], [0.1, 0.3, -0.2], [-0.1, -0.4, 0.0], [0.6, -0.1, -1.3], [-0.6, 1.1, 1.4], [-0.6, -1.0, 0.9], [0.5, 0.1, 0.3], [-0.4, -0.5, 0.2], [-0.2, -0.2, -0.5], [0.9, 0.1, -0.6], [0.0, 0.3, -0.5], [-0.2, 0.1, 0.0], [-0.3, 0.1, -0.4], [-0.1, 0.5, 2.3], [-0.4, -1.4, -0.6], [0.1, 0.5, 0.2], [0.0, 0.4, -0.6], [0.0, -0.6, -0.2], [0.8, -0.1, -0.6], [0.0, 0.0, 0.0], [-0.1, 0.6, -0.2], [0.9, -0.4, 0.6], [-1.4, -0.2, -0.2], [0.0, -0.8, 0.7], [-0.3, 0.3, 0.0], [-0.1, -0.1, -0.4], [-0.4, -0.4, -0.2], [0.3, -0.3, 0.3], [0.9, 0.8, -0.3], [0.0, 0.6, -0.3], [-2.3, -1.8, 0.4], [2.0, 1.3, 0.0], [-1.9, -0.1, 0.5], [0.2, 1.0, 0.1], [1.4, 0.0, -0.2], [-0.1, -0.5, -0.3], [0.4, -0.7, -0.6], [-0.3, 0.4, 0.0], [0.2, 0.0, 0.0], [0.5, -1.0, -1.2], [0.6, -0.3, 0.5], [0.7, -0.2, 0.5], [-0.1, 0.1, 0.6], [-0.2, 0.2, -0.1], [0.1, -0.1, -0.1], [0.1, 0.9, -0.2], [-1.0, -0.3, -0.4], [-0.4, 0.8, 0.6], [-0.8, 0.7, -1.1], [0.0, -1.6, 1.7], [-0.5, -0.4, -1.3], [-0.3, 0.4, 0.1], [0.4, -0.1, 0.3], [-0.1, 0.1, -0.4], [0.5, -0.1, 0.1], [0.4, 0.3, 0.2], [0.2, 0.5, 0.5], [-0.4, 0.5, 0.8], [0.3, -0.3, -0.7], [-0.8, 0.0, 0.5], [-0.1, -0.3, -0.3], [0.4, -0.1, -0.2], [0.1, -0.1, 0.1], [0.5, -0.3, 0.0], [0.2, 0.6, -0.1], [0.0, 0.1, -0.1], [0.2, -0.2, -0.2], [1.3, 0.2, -0.1], [-3.1, 0.2, 1.1], [0.1, -0.2, -0.4], [0.2, -0.3, 0.5], [-0.5, 0.2, -0.1], [0.6, 0.3, -0.2], [0.8, -0.1, -0.5], [0.3, -0.1, -0.1], [0.7, -0.4, -0.1], [-0.6, -0.3, 1.0], [-0.2, 0.0, -0.1], [0.0, 0.6, -0.3], [-0.3, 0.1, 0.3], [0.1, -0.1, -0.2], [0.0, 0.3, -0.4], [0.1, 0.0, -0.2], [0.0, 0.0, -0.1], [-1.2, -1.0, -1.4], [2.6, 1.0, -2.6], [-1.3, -0.1, 3.1], [0.4, 0.4, -0.4], [-0.2, 0.5, 0.6], [0.4, -0.1, 0.2], [-0.4, -0.1, 0.2], [-0.5, -0.3, 0.2], [0.0, 0.0, 0.2], [-0.7, 1.5, 1.8], [1.8, -1.1, -1.2], [-1.2, 0.7, -0.6], [-0.3, -0.3, 0.3], [0.2, -0.6, -0.4], [0.2, -0.2, -0.1], [0.3, -0.4, 0.3], [0.0, 0.1, -0.6], [0.0, 0.0, 0.3], [-0.7, -0.7, 1.8], [-0.3, -1.3, 2.3], [0.5, 0.8, -2.5], [0.4, -0.1, -0.3], [0.3, 0.6, 0.0], [-0.3, -0.1, 0.4], [0.5, 0.0, -0.7], [-0.2, 0.6, -0.2], [0.1, 0.2, -0.9]], "mulliken_charge": [-0.037, -0.406, -0.441, 0.207, -0.219, 0.208, 0.225, 0.279, 0.258, -0.965, 0.356, -0.611, 0.088, 0.292, 0.374, -0.264, 0.385, 0.418, -0.638, 0.218, -0.604, 0.103, 0.191, 0.366, 0.087, -0.120, 0.365, -1.502, 1.249, 0.142, 0.543, 0.029, 0.335, -0.403, 0.011, -0.424, -1.000, -0.363, -0.460, 0.086, 0.368, 0.477, 0.384, 0.256, 0.242, -0.570, 1.550, -0.483, -0.494, -0.251, 0.579, 0.436, -1.168, 0.189, 0.460, -0.748, -0.522, -0.354, -0.152, 0.154, 0.497, 0.278, 0.288, -0.105, 0.077, -0.602, -0.241, 0.007, 0.387, 0.015, 0.172, 0.328, -1.213, 0.932, -0.578, 0.312, 0.373, 0.173, -0.358, 0.104, 0.303, -0.535, -0.474, -0.396, 0.369, -0.301, 0.476, 0.401, 0.219, 0.215, 0.075, 0.008, -0.618, -0.365, -0.051, 0.456, 0.293, -0.047, 0.348, -1.330, 0.505, -0.504, 0.317, 0.384, 0.287, 0.090, -0.062, 0.461, 0.088, -0.188, -0.618, 0.429, -0.274, -0.286, 0.202, 0.246, 0.449, -0.995, -0.302, -0.278, 0.281, -0.031, 0.522, 0.357, 0.217, 0.080, -0.917, -0.397, -0.390, 0.167, 0.365, 0.282, 0.342, 0.273, 0.340, -0.884, -0.309, -0.527, 0.106, 0.391, 0.314, 0.334, 0.260, 0.285, 0.472, -0.429, -0.502, 0.020, -0.447, 0.152, 0.288, 0.236, 0.290, 0.513, -0.354, -0.532, 0.283, 0.141, -0.873, 0.293, 0.032, 0.321, 0.289, -0.718, -0.489, -0.035, -0.350, 0.252, 0.380, 0.346, 0.283, -1.049, -0.085, -0.512, 0.151, 0.395, 0.366, 0.320, 0.085, 0.211, -0.923, 0.131, 0.810, -0.223, 0.312, 0.455, 0.202, 0.161, -0.682], "de_lowest_kj_mol": 611.46, "homo_energy_ev": -9.38, "gap_ha": 0.3539}

{"formula": "C2ClNO2", "method": "ωB97M-V with the def2-TZVPD basis set", "symbols": ["C", "C", "N", "O", "O", "Cl"], "coordinates": [[-0.325, -1.366, -0.055], [1.369, 1.275, -0.388], [-0.843, -0.338, -0.292], [0.262, -2.360, -0.038], [1.381, 1.921, 0.543], [-1.843, 0.868, 0.229]], "forces_ev_per_angstrom": [[0.3, -1.0, 0.2], [0.4, 0.8, 0.8], [-1.4, 2.4, -0.6], [0.6, -1.1, 0.4], [0.0, -0.6, -0.8], [0.1, -0.5, 0.2]], "nbo_charge": [0.845, 0.502, -0.605, -0.491, -0.508, 0.256], "de_lowest_kj_mol": 151.40, "homo_energy_ev": -10.66, "gap_ha": 0.3958}

{"formula": "C7H9N", "method": "ωB97M-V with the def2-TZVPD basis set", "symbols": ["C", "C", "C", "C", "C", "C", "C", "N", "H", "H", "H", "H", "H", "H", "H", "H", "H"], "coordinates": [[0.384, 1.836, -0.378], [-1.751, -1.269, -0.877], [1.158, 0.822, 0.370], [0.098, -0.459, 0.758], [-0.606, -0.416, -0.463], [0.044, 0.578, -1.181], [0.341, -1.367, 1.698], [2.313, 0.871, 0.902], [2.630, 1.825, 1.078], [1.013, 2.527, -0.942], [-0.438, 2.349, 0.116], [0.007, 0.673, -2.259], [-1.893, -1.226, -1.960], [-2.676, -0.921, -0.409], [-1.596, -2.312, -0.597], [0.956, -1.118, 2.550], [0.016, -2.393, 1.595]], "forces_ev_per_angstrom": [[1.2, -1.2, -0.5], [0.4, -0.3, -0.5], [-0.5, -0.1, 4.8], [2.7, 1.7, -0.3], [0.4, 0.6, -1.4], [-3.2, 0.2, -1.6], [-0.1, 0.2, -0.2], [-0.5, -0.5, 0.5], [0.3, 0.0, -1.0], [0.0, -0.1, 0.2], [-0.2, -0.3, -0.1], [-0.3, -0.1, -0.2], [0.0, 0.0, 0.1], [0.1, 0.0, 0.1], [-0.1, 0.0, 0.1], [0.4, -0.1, -0.2], [-0.6, 0.1, 0.3]], "nbo_charge": [-0.501, -0.650, 0.317, -0.073, 0.046, -0.163, -0.401, -0.681, 0.341, 0.220, 0.228, 0.208, 0.226, 0.239, 0.223, 0.221, 0.199], "de_lowest_kj_mol": 404.35, "homo_energy_ev": -8.13, "gap_ha": 0.3099}

{"formula": "C6H12O", "method": "ωB97M-V with the def2-TZVPD basis set", "symbols": ["C", "C", "C", "O", "C", "C", "C", "H", "H", "H", "H", "H", "H", "H", "H", "H", "H", "H", "H"], "coordinates": [[1.321, -1.651, 1.090], [1.085, -0.595, 0.044], [0.419, -1.088, -1.204], [0.082, -0.133, -2.031], [-0.625, 1.574, -0.224], [-2.097, 1.400, -0.512], [0.043, 1.042, 0.902], [2.274, -2.201, 1.135], [0.550, -2.433, 1.068], [1.226, -1.041, 1.972], [1.930, 0.005, -0.290], [1.487, -1.717, -1.315], [-0.376, -1.848, -0.993], [-0.107, 2.320, -0.826], [-2.158, 1.182, -1.576], [-2.798, 2.242, -0.318], [-2.498, 0.546, 0.034], [-0.642, 0.759, 1.729], [0.882, 1.639, 1.316]], "forces_ev_per_angstrom": [[-0.1, 0.1, 0.6], [0.5, -0.9, -0.6], [-0.5, 0.9, 0.7], [0.3, 0.0, 0.0], [0.2, -0.1, 0.4], [0.2, -0.4, -0.2], [-0.6, 0.4, -0.4], [0.0, 0.7, -0.3], [-0.1, 0.5, 0.0], [0.1, -0.5, 1.0], [0.0, 0.3, 0.6], [-1.5, 0.9, -0.4], [0.5, 0.0, -0.1], [0.0, -0.4, -0.1], [-0.2, -0.1, -0.1], [1.0, -0.1, 0.1], [0.1, -0.1, 0.0], [0.5, -0.6, -0.7], [-0.2, -0.6, -0.7]], "nbo_charge": [-0.688, -0.011, -0.041, -0.726, 0.106, -0.693, -0.538, 0.229, 0.218, 0.230, 0.205, 0.206, 0.130, 0.208, 0.264, 0.235, 0.216, 0.218, 0.232], "de_lowest_kj_mol": 506.82, "homo_energy_ev": [-8.24, -8.25], "gap_ha": [0.2877, 0.2879]}